(1)
Here is 4 unconnected molecules or ions with the total composition C28H36ClF24O11PS2 from the OMol25 dataset. Energies are from ωB97M-V/def2-TZVPD.

Geometry as XYZ:
```
103
Properties=species:S:1:pos:R:3:lowdin_charge:R:1
C -3.23828 1.10646 -6.71822 -0.101
C -2.07281 2.04935 -7.02056 -0.213
C -1.47138 2.91272 -5.87449 -0.361
C -2.31369 4.20075 -5.82503 -0.083
C -1.32882 2.18752 -4.48316 -0.443
P -2.94572 2.34779 -3.49199 0.735
O -2.96746 1.77055 -2.14227 -0.436
C -0.82563 0.74519 -4.68640 -0.597
Cl -1.64264 -0.47644 -3.65864 0.774
C 0.71666 0.56084 -4.63799 -0.309
C 1.02345 -0.88862 -4.99995 -0.056
C 1.43912 1.10516 -3.41065 -0.457
C 2.97115 0.94019 -3.68238 -0.078
C 3.61067 -0.35021 -3.21011 -0.183
O 4.78710 -0.52422 -4.05004 -0.018
C 5.40752 -1.71212 -3.88511 -0.314
O 6.49546 -1.93313 -4.40440 0.064
S 1.05078 0.35624 -1.78255 0.660
C 2.27391 0.93978 -0.61061 -0.090
O 1.05024 -1.08429 -1.84568 -0.311
O -0.19141 0.83230 -1.26284 -0.300
O 1.27991 2.51636 -3.31018 -0.169
S -0.14890 3.24670 -3.52445 0.653
O 0.15540 4.41774 -4.28204 -0.248
O -0.71060 3.56479 -2.25967 -0.252
H -3.34920 0.41560 -7.54614 0.080
H -3.17025 0.57509 -5.78065 0.025
H -4.16374 1.67854 -6.71122 0.074
H -2.31758 2.72813 -7.82777 0.113
H -1.26191 1.43363 -7.41272 0.102
H -0.46286 3.14348 -6.19645 0.125
H -2.15639 4.77416 -4.92400 0.058
H -3.35869 3.92005 -5.91625 0.079
H -2.02894 4.82020 -6.66723 0.093
H -3.24694 3.71084 -3.33931 0.047
H -3.99882 1.78061 -4.23180 0.035
H -1.05470 0.38369 -5.67397 0.066
H 1.06310 1.16333 -5.47894 0.162
H 0.39623 -1.17024 -5.84049 0.094
H 0.81978 -1.59364 -4.20661 0.065
H 2.04111 -1.00476 -5.35666 0.089
H 3.07662 0.95766 -4.75925 0.131
H 3.47451 1.80178 -3.25804 0.137
H 2.99420 -1.23280 -3.32195 0.100
H 3.96658 -0.32608 -2.18684 0.117
H 4.91670 -2.50061 -3.29365 0.152
H 1.84530 1.82192 -0.15325 0.080
H 3.18398 1.27410 -1.09103 0.057
H 2.45209 0.18387 0.14082 0.067
F 1.60549 -2.89974 5.04331 0.095
C 0.90230 -3.80084 4.32959 -0.305
F 0.59960 -4.82278 5.16179 0.100
C 1.70581 -4.34484 3.14333 -0.440
F 2.78994 -5.01588 3.58955 0.133
F 0.89782 -5.25661 2.53641 0.109
C 2.13675 -3.35284 2.04153 -0.029
O 3.48115 -2.87104 2.06340 0.041
C 3.85141 -1.75219 2.77657 -0.538
F 2.78330 -1.10845 3.27825 0.153
F 4.43075 -0.90244 1.89426 0.134
C 4.88654 -2.08176 3.85290 -0.272
F 4.37326 -2.96163 4.73669 0.086
F 5.21805 -0.95929 4.52474 0.110
H -0.03090 -3.34274 3.99130 0.174
H 2.08918 -3.92795 1.11850 0.148
H 1.41811 -2.54387 1.91599 0.146
H 5.78605 -2.51209 3.40911 0.180
F -5.86485 6.57350 -2.23942 0.097
C -6.47031 7.50796 -1.48440 -0.310
F -5.52334 8.39885 -1.11004 0.097
C -7.11560 6.90776 -0.23031 -0.442
F -6.16925 6.37671 0.56880 0.138
F -7.65943 7.96094 0.44494 0.102
C -8.25693 5.88619 -0.42166 -0.038
O -7.95021 4.50205 -0.29341 0.044
C -7.51826 3.74414 -1.36213 -0.535
F -7.59102 4.42628 -2.52104 0.146
F -8.37195 2.70199 -1.47471 0.143
C -6.12088 3.16867 -1.12032 -0.284
F -5.22120 4.15446 -0.95739 0.104
F -5.74922 2.43877 -2.19444 0.075
H -7.21449 8.03207 -2.09070 0.172
H -8.93422 6.07351 0.41017 0.147
H -8.83732 6.08927 -1.32115 0.144
H -6.11063 2.53505 -0.23175 0.180
F 4.89019 -7.21612 9.46423 0.101
C 3.75936 -7.59692 10.08263 -0.310
F 3.51763 -8.88106 9.72714 0.095
C 2.56142 -6.73270 9.67559 -0.441
F 2.30635 -6.88427 8.36062 0.136
F 1.49045 -7.24476 10.34847 0.101
C 2.60450 -5.22884 10.01950 -0.038
O 2.95419 -4.31204 8.98916 0.045
C 4.26329 -3.96334 8.72734 -0.531
F 5.10547 -4.45883 9.65361 0.149
F 4.33689 -2.61686 8.81718 0.147
C 4.67355 -4.35066 7.30578 -0.291
F 4.58600 -5.68347 7.12731 0.106
F 5.96093 -3.98953 7.08835 0.099
H 3.91271 -7.56325 11.16493 0.172
H 1.57132 -4.97110 10.24744 0.147
H 3.16165 -5.03741 10.93614 0.145
H 4.03444 -3.85998 6.57912 0.145
```

Net charge: 0
Multiplicity: 1

=====

(2)
Here is a molecular structure, C28H36ClN3O9P2SScTe from the OMol25 dataset. Energies are from ωB97M-V/def2-TZVPD.

Geometry as XYZ:
```
82
Properties=species:S:1:pos:R:3:lowdin_charge:R:1
Sc 0.38627 0.66606 -0.40444 0.959
Cl -3.07305 0.08478 -7.11486 0.678
C -2.47695 0.35935 -5.50812 -0.685
C -3.07780 1.35997 -4.72649 -0.066
C -2.45812 1.74207 -3.56092 0.028
C -1.33497 1.02724 -3.05887 -0.307
O -0.76656 1.46177 -1.98102 -0.152
C -0.96683 -0.20519 -3.69651 -0.109
C -0.08334 -1.11653 -2.96161 -0.078
O 0.44748 -0.91874 -1.79382 -0.210
C -1.50883 -0.45835 -5.00496 -0.064
H -4.08631 1.68209 -5.05517 0.129
H -2.88656 2.55479 -2.96879 0.118
H 0.12483 -2.11960 -3.40254 0.148
H -1.11013 -1.24418 -5.66874 0.123
S 0.10140 -1.71894 1.09227 0.534
C 1.10380 -0.74971 2.06511 -0.787
C 1.54164 -1.25434 3.33566 -0.093
C 2.38122 -0.49708 4.13557 -0.067
C 2.70516 0.81892 3.74686 -0.092
C 2.23608 1.27034 2.54096 -0.183
N 1.51254 0.49246 1.70830 -0.054
H 1.33228 -2.29486 3.53022 0.097
H 2.76150 -0.97917 5.03474 0.109
H 3.29353 1.51964 4.41759 0.122
H 2.46566 2.34335 2.27072 0.128
C -2.12124 4.64655 2.01412 -0.073
C -1.35084 3.41296 1.59138 -0.581
O -0.65269 2.80262 2.67480 -0.040
P -2.40020 2.13578 0.90498 0.560
O -3.50822 2.77464 -0.09112 -0.128
O -3.42170 1.84294 2.09567 -0.097
O -1.59283 0.92334 0.49480 -0.345
P -0.31387 3.83367 0.03947 0.429
O 0.56309 5.16344 0.43482 -0.105
O -1.40306 4.01705 -0.96468 -0.292
O 0.72930 2.73487 -0.02990 -0.363
H -2.90760 4.38295 2.77841 0.106
H -2.71163 5.11346 1.23493 0.084
H -1.49393 5.41938 2.48722 0.096
H -1.18049 2.86085 3.49224 0.116
H -2.98845 3.24837 -0.82338 0.066
H -3.49567 0.89414 2.34552 0.118
H 0.06374 5.92093 0.17211 0.060
C 4.68673 0.14284 -2.64294 -0.036
C 3.33784 -0.16427 -1.95332 -0.097
N 2.67721 1.07031 -1.38399 -0.172
C 3.66558 1.69784 -0.52587 -0.176
C 4.99403 2.07656 -1.18180 -0.042
N 4.94657 1.66457 -2.66919 -0.058
C 3.73276 2.31458 -3.35731 -0.038
C 2.44370 1.96632 -2.54616 -0.134
H 4.66586 -0.18575 -3.68390 0.134
H 5.60134 -0.24978 -2.19785 0.135
H 3.47738 -0.79602 -1.07827 0.142
H 2.71547 -0.65932 -2.68333 0.114
H 3.84757 1.00284 0.31637 0.133
H 3.20444 2.60363 -0.08652 0.127
H 5.91675 1.62144 -0.79080 0.137
H 5.10190 3.24118 -1.15133 0.171
H 5.73809 2.00651 -3.20747 0.185
H 3.65218 1.92127 -4.37063 0.133
H 3.83952 3.40803 -3.41863 0.140
H 1.67061 1.55270 -3.21029 0.127
H 1.90793 2.87340 -2.20776 0.128
C -3.70545 -3.59885 2.88947 -0.464
Te -2.79324 -3.02315 1.03195 1.219
C -3.02079 -5.11531 0.61036 -0.444
C -2.92249 -5.76758 1.96031 -0.291
C -2.32709 -7.03977 2.12334 -0.055
C -2.12043 -7.56280 3.38865 -0.074
C -2.55762 -6.80257 4.53249 -0.077
C -3.30485 -5.64631 4.36583 -0.043
C -3.37273 -5.01375 3.09615 -0.299
H -4.80033 -3.44593 2.77537 0.061
H -3.34924 -2.90192 3.69174 0.068
H -2.11639 -5.26063 0.02704 0.036
H -3.99597 -5.33472 0.15871 0.065
H -2.08156 -7.63304 1.26878 0.101
H -1.67518 -8.56394 3.54871 0.108
H -2.35861 -7.21489 5.49625 0.087
H -3.69913 -5.13779 5.24328 0.110
```

Net charge: +1
Multiplicity: 1
Energy above the lowest of the compared OMol25 structures with the same formula, charge and spin, kJ/mol: 62.2

=====

(3)
Here is a molecular structure, C28H36CsN3O6 from the OMol25 dataset. Energies are from ωB97M-V/def2-TZVPD.

Geometry as XYZ:
```
74
Properties=species:S:1:pos:R:3:lowdin_charge:R:1
Cs -1.67869 -0.09419 0.78536 1.322
C -3.78944 2.80224 0.40617 -0.106
O -3.53854 2.10491 1.61608 -0.308
C -4.64811 1.33188 2.01332 -0.242
C -4.38015 0.68611 3.35814 -0.183
O -3.31095 -0.24518 3.30893 -0.251
C -3.57424 -1.53057 3.84093 -0.190
C -4.16933 -2.47954 2.80749 -0.199
O -3.32027 -2.72965 1.70617 -0.250
C -2.28084 -3.64973 1.97868 -0.105
H -4.59116 3.53468 0.54117 0.093
H -4.06326 2.11712 -0.40450 0.091
H -2.87259 3.32151 0.13543 0.096
H -4.87380 0.56577 1.25631 0.127
H -5.53436 1.97162 2.11874 0.133
H -5.30555 0.20476 3.69022 0.130
H -4.12058 1.46905 4.07700 0.136
H -4.24661 -1.46898 4.70361 0.130
H -2.61821 -1.91554 4.20059 0.125
H -5.07838 -2.03806 2.39159 0.130
H -4.44350 -3.42149 3.29989 0.129
H -2.67378 -4.58213 2.39696 0.093
H -1.53647 -3.24176 2.67167 0.086
H -1.79275 -3.86670 1.03025 0.097
C 1.93937 3.03067 -2.34589 -0.057
O 1.85334 2.64507 -0.97627 -0.107
C 3.05512 2.27832 -0.42322 -0.254
C 3.74496 3.18376 0.36606 -0.005
C 4.94308 2.83100 0.97099 -0.093
C 5.44887 1.55399 0.78026 -0.089
C 4.74811 0.63974 0.00846 -0.022
C 3.54236 0.98039 -0.60165 -0.199
N 2.85682 0.04996 -1.39740 0.132
C 1.42371 -0.07645 -1.25323 -0.361
N 0.84938 -0.09132 -2.45813 0.150
C -0.48902 -0.17433 -2.95448 -0.230
C -1.61847 -0.30347 -2.14375 -0.227
C -2.82536 -0.34950 -2.87470 -0.209
C -2.90788 -0.28709 -4.25635 -0.128
C -1.75124 -0.15203 -5.01853 -0.061
C -0.53969 -0.08913 -4.35932 -0.237
O 0.67340 0.05658 -5.00729 -0.121
C 0.65678 0.12574 -6.41533 -0.094
N 0.83373 -0.16708 -0.11370 -0.058
C 1.54628 -0.32293 1.06311 -0.297
C 1.37068 0.57714 2.11284 -0.073
C 2.00173 0.40303 3.33942 -0.089
C 2.80969 -0.69717 3.55005 -0.091
C 2.98920 -1.62794 2.52923 -0.027
C 2.36886 -1.44832 1.30308 -0.222
O 2.51634 -2.31391 0.25107 -0.098
C 3.20465 -3.52513 0.49486 -0.075
H 0.92164 3.05606 -2.72888 0.095
H 2.52180 2.31405 -2.92796 0.089
H 2.39635 4.01920 -2.44130 0.091
H 3.32409 4.17338 0.49647 0.121
H 5.47388 3.54654 1.58564 0.098
H 6.38016 1.25928 1.24667 0.100
H 5.12422 -0.37112 -0.11457 0.114
H 3.27996 -0.86774 -1.33828 0.125
H 1.51225 0.04214 -3.20576 0.123
H -3.76590 -0.45271 -2.32881 0.060
H -3.86503 -0.34297 -4.76562 0.089
H -1.80917 -0.09922 -6.09596 0.092
H 1.69100 0.23579 -6.73267 0.088
H 0.08139 0.98340 -6.77289 0.092
H 0.24201 -0.78368 -6.85785 0.093
H 0.74783 1.44860 1.94147 0.102
H 1.86368 1.13656 4.12361 0.102
H 3.30923 -0.84373 4.49881 0.100
H 3.62683 -2.48379 2.69836 0.100
H 3.13683 -4.10240 -0.42324 0.095
H 2.74656 -4.09332 1.30824 0.096
H 4.25716 -3.35006 0.73413 0.093
```

Net charge: 0
Multiplicity: 1
Energy above the lowest of the compared OMol25 structures with the same formula, charge and spin, kJ/mol: 35.8

=====

no.,frontier orbital gap (eV)
1,9.92
2,5.38
3,6.11